(1)
Molecular formula: C24H60N4O8
Method: DFT, the ωB97M-V functional and the def2-TZVPD basis

Values from the calculation:
* max |F|: 3.955 eV/Å
* relative energy (zero: lowest compared OMol25 entry of this formula, charge and spin): 195.1 kcal/mol
* LUMO level: 0.02551 Ha
* DFT total energy: -1771.00997 Ha
* structure (SMILES): COCCNCCOC.COCCNCCOC.COCCNCCOC.COCCNCCOC
* spin multiplicity: 1

Geometry as XYZ:
```
96
C24H60N4O8 the ωB97M-V functional and the def2-TZVPD basis
H -4.60 -2.31 -2.68
H 0.41 7.68 -1.15
C -3.15 0.23 -2.49
H 4.13 -0.59 -0.06
H 6.79 15.14 -6.13
H 4.68 3.26 1.08
C -2.95 -1.93 -1.30
H 7.21 11.87 -2.08
C -3.80 -2.86 -2.20
H 8.03 12.84 -3.78
C 2.82 5.04 1.95
H -4.23 -15.88 6.54
C 8.88 12.57 -6.24
H -8.46 -14.85 1.17
H -8.28 -16.43 9.19
H -2.21 -2.54 -0.76
H -8.70 -13.17 1.73
H 2.79 5.20 3.02
H -5.50 -16.57 8.20
H -3.93 0.03 -3.22
C -5.17 -15.33 6.61
H -7.14 -13.73 1.35
C 1.57 5.80 1.46
H -6.66 -16.98 6.89
O -7.05 -15.23 8.01
H 1.27 6.53 2.21
H 9.68 12.88 -5.57
C -7.12 -13.52 4.02
N 7.07 13.03 -3.56
H 2.83 -0.02 -1.04
H -3.11 2.26 -2.95
H 5.81 9.79 -3.11
O -7.71 -14.46 3.19
H 2.26 3.40 0.75
H -7.66 -14.86 5.51
H -8.92 -14.86 8.68
H 8.07 14.80 -5.01
C 3.63 1.41 1.68
H 8.33 11.78 -5.72
C 3.93 2.88 1.77
C -5.08 -3.87 -0.49
H -5.72 -15.66 4.51
C -6.21 -16.17 7.47
H 4.53 0.88 2.00
H -3.27 -3.21 -3.09
C -0.17 2.16 -2.85
N -2.32 -0.92 -2.11
C 7.30 14.32 -5.62
C 0.37 7.04 -0.27
H -3.67 0.62 -1.62
H 5.64 12.29 -2.31
H 9.45 12.03 -6.99
N 2.66 3.61 1.65
H -5.65 -4.70 -0.08
O 3.30 1.24 0.31
C -8.07 -14.06 1.80
H 5.21 10.65 -4.34
H -6.22 -13.07 3.60
H 2.89 1.16 2.44
H 7.84 8.46 -3.50
C -6.81 -14.19 5.33
H 0.66 2.26 -2.14
C 6.38 13.51 -4.77
O -4.11 -4.10 -1.49
H -7.91 -12.77 4.10
H 3.75 5.32 1.44
C 3.16 -0.08 0.00
O 7.25 10.16 -4.56
H 8.96 9.04 -4.64
H 8.78 9.96 -3.12
H 0.72 5.14 1.26
O -1.34 1.81 -2.14
H -6.70 -13.41 6.08
H 2.47 -0.64 0.61
H 0.03 1.34 -3.54
H -0.28 6.20 -0.52
H -4.75 -14.41 7.01
C -8.35 -15.73 8.36
O 7.95 13.64 -6.71
N -5.60 -14.99 5.26
C 6.47 11.89 -2.89
H -3.63 -1.70 -0.48
H -2.14 1.47 -4.10
H 6.00 12.68 -5.37
H -4.56 -3.59 0.43
H -1.42 -0.59 -1.79
C 6.13 10.61 -3.75
H -0.39 3.08 -3.39
H -0.15 7.65 0.46
H 5.59 14.12 -4.35
C 8.25 9.40 -3.89
H -8.81 -16.13 7.46
H -5.89 -3.14 -0.57
C -2.40 1.43 -3.04
H 4.39 3.18 2.72
O 1.65 6.51 0.26
```



(2)
Molecular formula: C24H60N4O8
Method: DFT, the ωB97M-V functional and the def2-TZVPD basis

Values from the calculation:
* max |F|: 5.636 eV/Å
* relative energy (zero: lowest compared OMol25 entry of this formula, charge and spin): 0.0 kcal/mol
* LUMO level: 0.00774 Ha
* DFT total energy: -1771.32083 Ha
* structure (SMILES): CC(N)=O.CC(N)=O.CC(N)=O.CC(N)=O.CCCCCC.CCCCCC.OCCO.OCCO
* spin multiplicity: 1

Geometry as XYZ:
```
96
C24H60N4O8 the ωB97M-V functional and the def2-TZVPD basis
H -1.45 -2.61 -3.29
H 3.18 0.31 -1.38
C -2.05 -4.92 -4.40
H -2.27 -0.41 3.37
O -2.21 3.89 0.39
C 2.65 5.73 0.92
H 2.20 6.47 0.25
H 4.91 3.12 0.34
C -1.68 -0.78 2.53
O 2.20 5.99 2.27
O 0.72 -1.18 2.49
H 4.31 0.90 -2.50
H -0.63 -6.77 -1.18
H 0.08 -2.30 -1.74
O -0.09 6.91 6.08
C 4.25 0.33 -1.57
C 1.01 -5.10 -1.46
H -0.56 0.84 4.41
C -0.22 -0.52 2.93
C -3.53 0.02 -2.94
H -5.03 3.85 -0.17
H 4.46 5.20 -0.16
O 4.78 4.56 1.71
C 4.19 5.59 0.82
H -3.38 -4.80 -2.69
H -0.04 0.43 0.43
H -1.94 -1.84 2.44
H -4.46 0.08 -2.37
H -2.52 -4.34 -5.20
C 0.97 2.60 1.22
O 5.89 0.80 0.21
C -4.42 2.95 -0.05
H 1.62 -2.36 -1.07
C -2.48 -2.96 -3.17
H 0.44 4.45 4.65
H -4.26 2.42 -0.99
C -0.29 5.20 4.34
H -3.85 2.06 2.29
H 2.07 -7.67 -2.16
H 0.32 0.51 -1.27
H 0.78 -6.82 -0.24
H -3.07 -2.74 -4.06
H 0.22 -2.07 -0.05
H -0.76 -8.92 -2.58
H -1.99 -0.16 1.69
H 4.71 6.49 1.15
H -1.75 -4.62 -2.18
C -3.01 -2.23 -1.94
H 1.12 0.40 3.85
C -2.66 -0.73 -1.96
H 2.42 6.88 2.56
H 2.34 4.78 0.46
H 0.90 -4.69 -2.47
C 0.42 -4.15 -0.44
H -1.63 -0.51 -2.25
H 3.53 2.75 -0.57
C 0.27 -8.89 -2.22
H 2.08 -5.21 -1.27
N 0.34 0.94 -0.36
H 0.28 -9.48 -1.31
H 0.83 -4.39 0.54
H 0.93 -7.27 -3.34
C -3.11 3.08 0.74
C 0.01 6.63 4.73
N 4.49 2.51 -0.35
H -3.11 0.92 -3.37
C 0.43 -6.54 -1.24
H -0.65 -4.33 -0.41
H 0.37 1.89 1.79
C 1.13 1.93 -0.11
H -0.63 7.26 4.11
H -3.93 -0.62 -3.72
H -2.26 2.60 2.55
N -2.97 2.33 1.88
H 4.59 -0.70 -1.63
H 0.40 5.41 2.60
O 1.80 2.44 -0.93
H -1.18 4.78 4.82
H -4.08 -2.46 -1.94
H 1.02 6.89 4.41
H -2.81 -0.37 -0.94
H 1.92 2.73 1.74
H -2.44 -2.65 -1.11
H 0.35 3.49 1.15
C 0.99 -7.56 -2.29
H -0.97 -4.80 -4.47
C 4.95 1.23 -0.43
H -2.16 -5.99 -4.23
C 0.60 -2.69 -0.86
N 0.12 0.46 3.76
O -0.45 5.18 2.98
H -5.03 2.20 0.45
C -2.42 -4.40 -3.01
H 4.76 4.88 2.62
H 0.39 7.69 6.38
H 0.72 -9.42 -3.05
```



(3)
Molecular formula: C24H60N7O7
Method: DFT, the ωB97M-V functional and the def2-TZVPD basis

Values from the calculation:
* charge: +1
* max |F|: 5.058 eV/Å
* relative energy (zero: lowest compared OMol25 entry of this formula, charge and spin): 60.8 kcal/mol
* LUMO level: -0.09424 Ha
* DFT total energy: -1860.03902 Ha
* spin multiplicity: 1

Geometry as XYZ:
```
98
C24H60N7O7 the ωB97M-V functional and the def2-TZVPD basis
C 1.73 2.52 -2.59
H 4.25 1.34 -3.75
C -5.89 -3.18 0.30
C 3.30 1.46 -4.26
H -1.55 2.41 -4.27
H 1.20 2.23 -1.68
C -1.79 0.94 5.41
O 3.07 -1.10 1.00
H -1.79 4.47 1.06
H -1.14 0.32 -0.49
H -2.84 -0.66 3.60
H 3.94 1.60 -0.76
H 1.80 -0.50 -4.27
H -1.54 -2.96 2.42
H -1.00 -1.78 4.61
H 2.31 1.65 5.49
H 3.30 0.70 -5.05
H -0.51 -0.49 -1.54
C 5.79 -0.65 -0.91
O 1.37 1.70 5.30
H 2.56 3.09 -2.19
H 2.21 -1.50 1.12
H -2.40 1.73 4.97
H 0.78 -4.30 0.96
H 6.13 2.25 0.92
H 1.72 2.43 3.46
H -1.96 -1.06 -0.95
H -0.71 2.44 3.53
H 5.49 -1.20 1.51
H 3.89 1.42 1.12
H -3.22 -0.08 -3.43
H 5.61 -0.20 -1.89
C 3.97 0.96 0.13
N -4.49 3.40 -4.08
H 0.96 -3.69 2.46
H 6.09 2.10 -0.97
H -5.35 -2.39 -5.50
H -2.37 0.20 5.96
C -2.01 2.44 0.27
H 6.87 -0.08 1.72
H 3.35 2.45 -4.71
H -3.92 -2.46 0.76
H -3.46 3.93 0.71
N -6.85 -3.29 -0.40
C -3.52 -0.66 -4.30
C 6.38 1.72 0.01
C 2.88 -0.05 0.07
C -0.21 1.48 3.40
H 0.30 -1.25 3.50
H -1.12 -4.74 2.39
O -3.48 -1.85 -1.80
H -0.48 -1.10 -0.01
C -2.20 0.05 3.08
H 2.80 -0.45 -0.94
C -2.49 3.63 1.10
H 6.82 -0.96 -0.75
N -1.10 0.40 4.09
C -4.00 -2.46 -2.75
H -2.10 1.65 -2.66
C -4.43 -2.82 -5.11
H -1.56 3.21 -2.77
H -1.75 -3.79 0.98
H -4.27 -4.04 1.43
H -5.08 -2.62 2.12
H -3.67 -2.85 -5.89
C 5.79 -0.16 1.56
H -4.23 0.04 -4.76
C -3.47 2.94 -3.74
N -4.06 -2.00 -4.00
H -4.49 -3.42 -2.52
H 1.78 0.68 3.45
C -4.71 -3.07 1.20
O 0.30 0.02 -2.98
O -2.87 1.63 -0.12
N -1.06 -0.66 -0.71
H 1.08 3.21 -3.12
C 1.29 1.54 3.91
C -2.13 2.49 -3.36
H -1.73 -0.42 2.22
H 0.39 -0.79 5.15
C -1.11 -3.79 1.86
H -4.65 -3.84 -4.80
H -2.72 3.37 2.13
C 0.37 -3.48 1.56
N 2.07 1.36 -3.42
O -0.80 2.28 0.11
H -0.99 1.41 5.99
H -2.72 -0.88 -5.01
O 0.48 -2.22 0.97
H 7.41 1.36 -0.03
H 1.93 0.39 0.39
H -0.11 1.33 2.32
N 5.47 0.46 0.20
H -2.67 0.99 2.79
H 5.29 0.42 2.34
H 5.17 -1.53 -0.72
C 1.41 0.21 -3.52
C -0.33 -0.96 4.35
```



(4)
Molecular formula: C24H61N3O11
Method: DFT, the ωB97M-V functional and the def2-TZVPD basis

Values from the calculation:
* max |F|: 5.915 eV/Å
* relative energy (zero: lowest compared OMol25 entry of this formula, charge and spin): 78.0 kcal/mol
* LUMO level: 0.01284 Ha
* DFT total energy: -1942.61599 Ha
* structure (SMILES): CCOC(=O)OC.COCCNCCOC.COCCNCCOC.COCCNCCOC.CO.CO
* spin multiplicity: 1

Geometry as XYZ:
```
99
C24H61N3O11 the ωB97M-V functional and the def2-TZVPD basis
H -2.84 1.94 0.89
H -0.63 2.39 4.27
H 5.92 0.88 3.06
H -0.39 -0.52 -3.86
H 3.60 0.44 3.78
H -0.44 -1.20 0.42
N -7.99 -0.79 -0.67
O -11.66 -1.45 -0.89
H 4.30 1.81 6.01
H -0.64 0.28 5.86
H -12.79 -2.78 0.13
C 1.77 -4.43 0.31
H 3.05 3.13 -1.93
H 2.02 -5.06 1.16
H 6.61 -1.49 -3.52
H 3.08 0.81 -1.71
O 5.71 2.30 4.53
C 5.77 0.46 -3.62
H 5.30 0.33 -1.63
C -2.05 2.42 0.30
H -0.69 -0.39 -2.15
C 8.73 -1.36 -4.86
C -4.05 -1.50 0.84
H 0.69 0.23 6.88
H -2.31 3.48 0.31
C 6.98 -0.47 -3.61
H -6.59 -1.12 -2.24
H 2.97 2.46 4.67
C 3.68 1.21 -2.53
C 0.41 0.57 5.88
H -5.96 0.43 0.40
C 3.76 1.34 3.18
H -4.81 0.40 -0.93
H 5.38 0.60 5.63
H 0.44 3.55 4.36
O 0.89 1.90 5.65
H 4.66 2.94 -1.54
H 7.65 -0.30 -2.77
C 0.45 2.46 4.38
H -3.26 -1.70 0.13
C -6.81 -0.42 -1.43
H 9.48 -1.33 -5.66
H 3.00 1.06 -3.37
C 5.28 1.73 3.31
N 2.85 2.26 3.68
H -8.25 -0.10 0.03
H -9.48 -0.53 -2.06
H 5.33 0.24 -4.59
H 1.44 0.82 3.28
O 7.81 -0.31 -4.73
H -4.21 -2.32 1.54
H 3.23 5.03 -3.70
O -5.17 -1.51 -0.06
H 8.24 -2.33 -4.84
H -1.97 1.94 -0.67
H 3.86 4.29 -5.14
O -1.04 -2.61 -0.79
C 5.34 1.68 5.72
C 0.57 -4.83 -0.51
O -0.08 -2.26 -2.77
C 3.42 4.06 -4.16
O 4.40 3.31 -3.49
H -13.72 -1.77 -0.89
H -1.87 -1.33 -3.07
H 1.72 0.52 0.88
H 3.55 1.16 2.13
C 1.22 -0.28 0.35
C -12.90 -1.74 -0.17
H -0.31 -4.73 0.14
H 2.70 -4.41 -0.27
H -3.86 -0.55 1.35
H 9.40 -1.36 -3.99
H -7.10 0.46 -2.00
H -10.27 -2.29 0.42
H -13.10 -1.01 0.62
H 1.92 -1.11 0.38
C -9.22 -1.18 -1.22
C -5.61 -0.16 -0.44
H 0.61 -5.86 -0.88
H 1.55 -3.45 0.73
C 1.44 1.91 3.36
C 3.96 2.68 -2.33
C -0.82 -1.05 -3.01
H -0.74 1.25 0.92
H -9.02 -2.17 -1.62
H 0.87 -0.16 5.22
N 4.79 0.25 -2.50
H 0.93 -0.07 -0.68
O -0.82 2.18 1.13
O 0.08 -0.61 0.97
H 6.04 1.51 -3.58
H -10.40 -0.62 0.58
O 0.49 -4.06 -1.59
H 1.18 2.27 2.36
C -10.40 -1.39 -0.18
H 5.99 2.13 6.47
H 5.50 2.39 2.47
H 2.56 3.52 -4.54
C -0.30 -2.96 -1.65
```



(5)
Molecular formula: C24H62N4O3PS
Method: DFT, the ωB97M-V functional and the def2-TZVPD basis

Values from the calculation:
* charge: +1
* max |F|: 1.618 eV/Å
* relative energy (zero: lowest compared OMol25 entry of this formula, charge and spin): 0.0 kcal/mol
* LUMO level: -0.11282 Ha
* DFT total energy: -2135.69328 Ha
* spin multiplicity: 1

Geometry as XYZ:
```
95
C24H62N4O3PS the ωB97M-V functional and the def2-TZVPD basis
S 1.28 3.07 -1.25
H -0.38 4.72 -1.06
H -5.08 -2.78 0.16
C 2.69 0.09 7.38
C -4.42 -4.67 0.93
H 1.53 1.38 -9.67
C 0.66 0.94 -7.10
C 3.05 2.94 0.85
H 3.10 2.07 -10.04
C 0.14 -1.97 7.42
H 3.60 3.76 1.30
H 2.40 0.69 8.25
H -0.21 -0.90 -7.83
H 3.02 2.11 1.56
C 2.88 1.59 -7.96
H -0.21 -1.01 4.53
O 2.65 0.57 -1.71
H 3.71 2.25 -7.69
H -3.03 0.54 -0.03
N 1.52 -0.01 6.52
H 3.31 0.58 -8.09
H -3.69 -5.01 0.19
C -1.61 2.96 -1.28
H -3.45 2.73 1.62
H -1.52 -1.93 0.01
H -5.39 -5.07 0.63
H 1.50 4.48 0.59
H 0.86 2.91 1.12
H -3.21 -2.02 3.06
C -2.52 -2.36 2.29
H -0.55 -0.15 6.54
H 3.27 2.27 -5.45
H 3.60 2.60 -0.02
H -1.92 -3.63 -0.14
C 2.50 1.48 -5.56
H -1.12 -3.38 3.57
C 0.29 -0.47 7.15
C -4.49 -3.14 1.01
H -0.90 -2.21 7.62
H -2.52 -4.37 3.17
H -1.36 1.74 0.49
C 1.81 -0.60 5.22
H 2.70 -0.09 4.83
H 0.19 0.08 8.09
H 0.39 0.61 4.12
H -0.45 -0.19 -2.01
P 1.29 0.90 -1.33
H 4.33 -0.97 8.28
H 3.82 -0.21 -6.00
H 1.52 -0.80 -8.11
H 0.98 -0.82 3.25
H -0.32 4.01 -2.68
C -0.37 3.78 -1.62
H -1.76 -1.57 2.19
N 1.91 1.65 -6.88
H 3.51 -1.90 7.03
O 0.18 0.46 -2.35
H -1.24 -4.11 1.98
C 0.73 -0.56 -7.39
H 2.08 -1.67 5.28
C 3.15 0.14 -5.21
C -3.31 2.51 0.56
H 0.14 1.43 -7.93
C 2.31 2.05 -9.30
H -2.30 -2.43 -2.26
C -1.82 -3.64 2.77
H 0.72 -2.30 8.28
C -1.83 2.69 0.21
H -3.82 -3.06 -1.67
H -3.46 -1.34 -1.48
H -5.05 -2.84 1.89
H -2.46 3.54 -1.65
H 3.74 0.25 -4.30
H 0.91 -1.16 -6.50
H 0.03 1.11 -6.23
C 3.35 -1.20 7.85
H 3.43 0.69 6.84
H -4.16 -5.12 1.89
H -3.91 3.24 0.01
H 2.41 -0.64 -5.02
C 0.67 -0.44 4.23
H 0.46 -2.57 6.56
H -1.40 3.48 0.82
N -3.24 -2.40 1.02
N -3.78 1.17 0.23
O 0.91 0.35 0.11
H -1.62 2.04 -1.86
C 1.62 3.40 0.51
H 1.73 1.71 -4.82
H 0.30 0.87 0.65
H 2.77 -1.71 8.62
C -2.36 -2.62 -0.12
H -4.28 0.73 0.99
C -3.03 -2.35 -1.45
H 1.89 3.05 -9.21
```